# 1
# C3H5N2

A gas-phase ion, C3H5N2 (charge +1) in a non-equilibrium geometry (the ωB97M-V functional and the def2-TZVPD basis, the OMol25 dataset).

ORCA input file:
```
! RIJCOSX wB97M-V def2-TZVPD def2/J DEFGRID3
* xyz 1 1
C -0.05 0.92 0.72
N -0.25 -0.25 1.25
C 0.09 -1.09 0.13
N 0.09 -0.36 -1.16
C 0.19 0.94 -0.70
H -0.04 1.86 1.26
H 1.12 -1.47 0.37
H -0.56 -1.96 0.01
H -0.80 -0.40 -1.68
H 0.23 1.84 -1.31
*
```

calculated total energy: -226.4690 Eh
Kohn-Sham gap: 9.52 eV
largest force on an atom: 4.47 eV/A
structure (SMILES): C1=NC[NH+]=C1
highest occupied orbital energy: -0.630 Ha

***

# 2
# C3H5N2

A gas-phase ion, C3H5N2 (charge +1) in a non-equilibrium geometry (the ωB97M-V functional and the def2-TZVPD basis, the OMol25 dataset).

ORCA input file:
```
! RIJCOSX wB97M-V def2-TZVPD def2/J DEFGRID3
* xyz 1 1
C -0.73 1.03 0.58
C -0.21 -1.08 -0.96
C 0.57 0.48 0.59
N -1.33 -0.58 -0.95
N 0.85 -0.55 -0.14
H -0.97 1.90 -0.02
H 0.08 -1.93 -1.58
H 1.36 0.89 1.22
H -1.39 0.83 1.41
H 1.77 -1.00 -0.15
*
```

calculated total energy: -226.4279 Eh
Kohn-Sham gap (spin up / spin down): 8.86 / 9.24 eV
largest force on an atom: 3.54 eV/A
highest occupied orbital energy (spin up / spin down): -0.552 / -0.567 Ha

***

# 3
# C3H5N2O

A gas-phase ion, C3H5N2O (charge -1) in a non-equilibrium geometry (the ωB97M-V functional and the def2-TZVPD basis, the OMol25 dataset).

ORCA input file:
```
! RIJCOSX wB97M-V def2-TZVPD def2/J DEFGRID3
* xyz -1 1
C 1.32 0.27 0.09
C -0.21 -0.01 0.23
C -0.90 1.17 -0.09
N -1.51 2.11 -0.43
N -0.68 -1.24 -0.32
O -1.62 -1.79 0.40
H 1.48 1.33 0.33
H 1.62 -0.03 -0.92
H 1.89 -0.41 0.78
H -0.59 -0.16 1.24
H -0.81 -1.25 -1.31
*
```

calculated total energy: -301.9750 Eh
Kohn-Sham gap: 5.28 eV
largest force on an atom: 4.49 eV/A
structure (SMILES): C[C@@H](C#N)N[O-]
highest occupied orbital energy: -0.039 Ha

***

# 4
# C3H5N2O

A gas-phase ion, C3H5N2O (charge +1) in a non-equilibrium geometry (the ωB97M-V functional and the def2-TZVPD basis, the OMol25 dataset).

ORCA input file:
```
! RIJCOSX wB97M-V def2-TZVPD def2/J DEFGRID3
* xyz 1 1
C 0.78 2.00 0.08
N 0.78 0.82 -0.46
C 0.81 -0.46 -0.15
O 1.81 -1.06 0.10
N -0.35 -1.28 -0.41
C -1.35 -0.95 0.26
H 0.70 2.25 1.10
H 0.78 2.70 -0.69
H -0.30 -2.23 -0.98
H -2.24 -1.69 0.27
H -1.41 -0.10 0.88
*
```

calculated total energy: -301.7132 Eh
Kohn-Sham gap: 9.37 eV
largest force on an atom: 5.10 eV/A
structure (SMILES): C=NC(=O)[NH+]=C
highest occupied orbital energy: -0.556 Ha

***

# 5
# C3H5N2O3S

A molecular structure, C3H5N2O3S in a non-equilibrium geometry (the ωB97M-V functional and the def2-TZVPD basis, the OMol25 dataset).

ORCA input file:
```
! RIJCOSX wB97M-V def2-TZVPD def2/J DEFGRID3
* xyz 1 1
C 0.49 -1.17 -0.52
C 1.53 -0.28 -0.12
C -1.14 0.52 -0.08
N 2.87 -0.42 -0.10
N -2.67 0.53 0.10
O 3.74 -1.26 -0.24
O 3.24 0.87 0.36
O -0.75 -0.76 -0.42
S 1.61 1.37 0.48
H 0.50 -2.25 -0.80
H -0.40 1.05 0.70
H -3.14 0.39 -0.81
H -2.87 1.48 0.57
H -3.02 -0.07 0.89
*
```

calculated total energy: -850.1685 Eh
Kohn-Sham gap (spin up / spin down): 6.51 / 7.69 eV
largest force on an atom: 3.50 eV/A
highest occupied orbital energy (spin up / spin down): -0.437 / -0.454 Ha

***

# 6
# C3H5N2OP

C3H5N2OP in the gas phase in a non-equilibrium geometry (the ωB97M-V functional and the def2-TZVPD basis, the OMol25 dataset).

ORCA input file:
```
! RIJCOSX wB97M-V def2-TZVPD def2/J DEFGRID3
* xyz 0 1
N 2.20 0.07 0.67
P 1.59 -0.19 -0.94
N 0.60 1.19 -0.83
C -0.66 1.12 -0.66
C -1.49 -0.01 -0.50
C -0.93 -1.25 -0.55
O 0.36 -1.53 -0.61
H 2.21 1.07 0.70
H 3.08 -0.26 0.79
H -0.99 2.16 -0.63
H -2.56 0.35 -0.40
H -1.53 -2.25 -0.37
*
```

calculated total energy: -643.3966 Eh
Kohn-Sham gap: 9.12 eV
largest force on an atom: 4.18 eV/A
structure (SMILES): NP1N=CC=CO1
highest occupied orbital energy: -0.316 Ha

***

# 7
# C3H5N2OS

A gas-phase ion, C3H5N2OS (charge +1) in a non-equilibrium geometry (the ωB97M-V functional and the def2-TZVPD basis, the OMol25 dataset).

ORCA input file:
```
! RIJCOSX wB97M-V def2-TZVPD def2/J DEFGRID3
* xyz 1 1
C 2.26 0.20 -0.04
C 0.14 0.70 -0.53
C -0.89 0.34 0.40
N 0.80 1.87 -0.15
N 1.94 1.66 0.24
O 1.20 -0.40 -0.47
S 3.83 -0.45 0.12
H -0.14 0.64 -1.63
H -0.60 0.44 1.45
H -1.24 -0.55 0.10
H -1.77 0.93 0.15
H 3.41 -1.62 -0.44
*
```

calculated total energy: -699.8968 Eh
Kohn-Sham gap: 9.53 eV
largest force on an atom: 3.80 eV/A
highest occupied orbital energy: -0.583 Ha

***

# 8
# C3H5N2P

2 unconnected molecules or ions with the total composition C3H5N2P (the ωB97M-V functional and the def2-TZVPD basis, the OMol25 dataset).

ORCA input file:
```
! RIJCOSX wB97M-V def2-TZVPD def2/J DEFGRID3
* xyz 0 1
C -1.52 -1.12 -0.30
C -2.57 0.76 -0.26
C -0.60 -0.14 -0.15
N -2.74 -0.54 -0.36
N -1.26 1.06 -0.13
P 2.81 0.04 -0.42
H -1.39 -2.18 -0.36
H -3.36 1.48 -0.28
H -0.84 1.97 -0.03
H 3.09 -1.32 -0.22
H 2.77 0.27 0.96
*
```

calculated total energy: -568.0158 Eh
Kohn-Sham gap (spin up / spin down): 7.82 / 7.67 eV
largest force on an atom: 0.95 eV/A
highest occupied orbital energy (spin up / spin down): -0.336 / -0.324 Ha

***

# 9
# C3H5N2P

2 unconnected molecules or ions with the total composition C3H5N2P in a non-equilibrium geometry (the ωB97M-V functional and the def2-TZVPD basis, the OMol25 dataset).

ORCA input file:
```
! RIJCOSX wB97M-V def2-TZVPD def2/J DEFGRID3
* xyz 0 1
C -0.95 -1.46 0.09
C -0.77 -0.21 -0.26
C -1.21 1.18 -0.36
N 0.31 -1.00 -0.57
N 2.21 -0.32 0.45
P 3.42 0.52 0.00
H -1.34 -2.29 0.62
H -0.99 1.56 -1.36
H -0.63 1.77 0.35
H -2.27 1.28 -0.14
H 2.21 -1.04 1.16
*
```

calculated total energy: -567.9553 Eh
Kohn-Sham gap (spin up / spin down): 6.74 / 6.87 eV
largest force on an atom: 1.73 eV/A
highest occupied orbital energy (spin up / spin down): -0.239 / -0.251 Ha

***

# 10
# C3H5N2PS

C3H5N2PS in the gas phase in a non-equilibrium geometry (the ωB97M-V functional and the def2-TZVPD basis, the OMol25 dataset).

ORCA input file:
```
! RIJCOSX wB97M-V def2-TZVPD def2/J DEFGRID3
* xyz 0 1
H 0.14 -0.52 1.21
N 1.06 0.09 1.25
C 1.63 0.16 0.07
C 0.87 -0.53 -1.06
P -0.77 0.36 -1.14
N -1.49 -0.57 0.23
C -1.96 0.18 1.08
S -3.18 0.98 1.55
H 2.58 0.42 0.07
H 1.19 -0.49 -2.12
H 0.66 -1.60 -0.82
H -0.72 1.52 -0.32
*
```

calculated total energy: -966.2527 Eh
Kohn-Sham gap: 8.55 eV
largest force on an atom: 7.46 eV/A
structure (SMILES): [H]/N=C\CPN=C=S
highest occupied orbital energy: -0.323 Ha

***

Repeat the eighth record exactly.
# C3H5N2P

2 unconnected molecules or ions with the total composition C3H5N2P (the ωB97M-V functional and the def2-TZVPD basis, the OMol25 dataset).

ORCA input file:
```
! RIJCOSX wB97M-V def2-TZVPD def2/J DEFGRID3
* xyz 0 1
C -1.52 -1.12 -0.30
C -2.57 0.76 -0.26
C -0.60 -0.14 -0.15
N -2.74 -0.54 -0.36
N -1.26 1.06 -0.13
P 2.81 0.04 -0.42
H -1.39 -2.18 -0.36
H -3.36 1.48 -0.28
H -0.84 1.97 -0.03
H 3.09 -1.32 -0.22
H 2.77 0.27 0.96
*
```

calculated total energy: -568.0158 Eh
Kohn-Sham gap (spin up / spin down): 7.82 / 7.67 eV
largest force on an atom: 0.95 eV/A
highest occupied orbital energy (spin up / spin down): -0.336 / -0.324 Ha

***

Which formula does entry 2 have? C3H5N2

***

What is the formula in the fourth record? C3H5N2O